Density functional theory data (ωB97M-V/def2-TZVPD) for FIn as an isolated structure at a distorted geometry.

Geometry as XYZ:
```
2
Properties=species:S:1:pos:R:3
In -1.12267 -0.50974 0.84685
F 1.12267 0.50974 -0.84685
```

Summary:
E: -7860.118 eV
net charge: +2
highest occupied orbital energy: -25.6 eV
E_LUMO: -19.72 eV
spin multiplicity: 1

Density functional theory data (ωB97M-V/def2-TZVPD) for one molecule with the formula C3H4O3 at a distorted geometry.

Geometry as XYZ:
```
10
Properties=species:S:1:pos:R:3
O -0.24885 2.63431 -0.30430
C -0.10766 1.48009 -0.05682
O -0.96505 0.71819 0.67992
C -0.72966 -0.61611 0.27084
C 0.75362 -0.61857 -0.16909
O 0.94268 0.74223 -0.49362
H -0.61833 -1.32438 1.05667
H -1.41724 -0.83123 -0.55324
H 1.48392 -0.92263 0.60768
H 0.90657 -1.26190 -1.03803
```

Summary:
E: -9317.919 eV
net charge: 0
highest occupied orbital energy: -11.2 eV
E_LUMO: 0.71 eV
spin multiplicity: 1
SMILES string: O=C1OCCO1

Density functional theory data (ωB97M-V/def2-TZVPD) for C14H24B2Cl12F14HgNO4S2 as an isolated structure at a distorted geometry.

Geometry as XYZ:
```
74
Properties=species:S:1:pos:R:3
Hg -11.40019 28.27789 4.05706
B -13.97982 29.34619 3.58981
F -13.65748 28.94644 4.78539
F -12.88257 30.03803 3.11611
F -14.02423 28.17980 2.85464
F -15.03784 30.15813 3.60111
B -9.69526 28.41801 1.84357
F -8.74188 29.24617 2.22702
F -9.68958 27.41540 2.85020
F -10.91747 29.05541 1.88639
F -9.52921 27.99570 0.58771
C -12.92921 25.77176 7.14017
F -13.86615 25.07201 6.46734
F -13.26152 27.11302 7.05493
F -12.70776 25.34990 8.39504
S -11.22745 25.62057 6.15977
O -10.39823 26.72151 6.68519
O -10.72367 24.21735 6.37612
N -11.55849 26.12476 4.55309
S -11.49749 24.68840 3.79785
O -10.12528 24.21889 3.47931
O -12.36807 23.58990 4.28463
C -12.30906 25.13941 2.14093
F -13.56146 25.72988 2.34494
F -11.54303 26.01161 1.46158
F -12.62693 24.08013 1.49472
Cl -16.84416 22.94830 4.46359
C -16.76744 24.79349 4.33051
C -17.94651 25.28814 3.50146
Cl -18.24108 27.01695 3.82253
H -15.83079 25.08608 3.85597
H -16.82922 25.16380 5.35381
H -18.85834 24.71369 3.66482
H -17.83889 25.16196 2.42415
Cl -10.41833 21.13464 3.20960
C -9.34263 21.28348 4.53853
C -9.18914 20.00339 5.40605
Cl -8.04771 20.30527 6.78134
H -9.62828 22.16756 5.10852
H -8.39879 21.60271 4.09654
H -8.83949 19.14802 4.82795
H -10.22080 19.84876 5.72206
Cl -8.52111 24.60732 -1.08630
C -8.47695 24.48687 0.70364
C -7.91293 23.07575 1.02697
Cl -6.18055 23.00387 0.73202
H -9.53414 24.62242 0.93187
H -7.98387 25.39771 1.04327
H -8.49617 22.37711 0.42713
H -8.01654 22.75579 2.06379
Cl -12.56969 21.34160 7.59934
C -14.26243 21.74096 7.94657
C -15.14534 20.44464 8.13849
Cl -16.81440 20.66206 7.65667
H -14.61252 22.30094 7.07941
H -14.22547 22.41932 8.79896
H -15.17960 20.07053 9.16171
H -14.60400 19.68172 7.57903
Cl -17.03625 26.80352 9.00802
C -16.13858 27.12514 10.51715
C -14.92123 28.14515 10.39492
Cl -15.50584 29.80287 10.05227
H -15.75430 26.19745 10.94118
H -16.86792 27.61068 11.16556
H -14.27208 27.89438 9.55598
H -14.36145 28.15104 11.33017
Cl -9.99891 23.72394 11.30669
C -10.20560 23.45675 9.51825
C -8.79880 23.50585 8.91019
Cl -8.25878 25.16032 8.62965
H -10.82053 24.27105 9.13500
H -10.77839 22.57261 9.23839
H -8.76250 22.96143 7.96659
H -8.17323 22.93643 9.59760
```

Summary:
E: -240111.762 eV
net charge: -2
highest occupied orbital energy (alpha / beta): -1.4 / -5.5 eV
E_LUMO (alpha / beta): 3.33 / 3.32 eV
spin multiplicity: 2

- What is the spin multiplicity in the second record?
  1